A structure of composition C21H28CoFN7PSi in a non-equilibrium geometry, computed with ωB97M-V/def2-TZVPD.

```
60
Properties=species:S:1:pos:R:3:forces:R:3:mulliken_charge:R:1
Co 0.3193 -0.6261 -0.0756 -0.09 0.69 -1.28 -0.937
C -1.3688 3.2751 -3.2970 -0.02 -0.37 -1.21 -0.697
N -0.4441 2.6301 -2.3769 1.09 0.47 1.00 0.216
C 0.5726 3.3082 -1.6558 -1.54 -1.33 -0.74 -0.490
C 1.1364 2.3511 -0.8853 1.05 -0.47 -0.03 -0.657
N 0.5665 1.1207 -1.1365 0.17 0.56 0.60 0.323
C -0.3984 1.3061 -2.0070 0.15 1.63 -0.96 0.278
P -1.4279 -0.0430 -2.6814 -0.51 0.90 -1.00 -0.249
C -0.1290 -1.3091 -2.7279 0.14 -1.10 1.58 -0.039
N 0.5622 -1.6964 -1.6264 1.52 -1.60 -2.70 0.655
C 1.4810 -2.6734 -2.0729 -0.98 0.93 0.57 -0.334
C 1.2723 -2.8974 -3.3909 -0.46 0.06 -0.76 -0.740
N 0.2114 -2.0655 -3.7837 1.71 -0.18 0.00 0.250
C -0.2636 -1.9158 -5.1571 -1.33 -1.08 -0.13 -0.795
C -2.2584 -0.3809 -1.1225 -1.37 -0.94 2.12 0.119
N -1.6185 -0.8629 -0.0378 -2.80 0.66 0.54 0.433
C -2.5878 -0.9729 0.9602 0.19 -0.64 -0.18 -0.621
C -3.8418 -0.6348 0.4993 1.30 0.33 -0.72 -0.375
N -3.5958 -0.2292 -0.8030 0.26 -0.13 -0.75 0.142
C -4.6044 0.3647 -1.6883 0.23 0.49 0.04 -0.804
H -2.3594 2.8988 -3.0901 -0.37 0.05 -0.01 0.232
H -1.1160 2.9957 -4.3491 -0.14 0.36 0.79 0.312
H -1.3864 4.3705 -3.2051 0.29 -0.52 0.19 0.327
H 0.7640 4.3645 -1.7463 -0.11 -0.07 -0.11 0.493
H 2.0289 2.4460 -0.2781 -0.34 -0.04 0.13 0.485
H 2.2292 -3.1263 -1.4365 -0.25 0.11 0.04 0.478
H 1.8127 -3.5803 -4.0732 -0.70 0.67 0.44 0.401
H 0.3072 -2.5831 -5.8348 -0.55 0.31 0.60 0.308
H -0.1765 -0.9123 -5.5171 0.32 0.66 -0.02 0.341
H -1.3617 -2.1514 -5.1358 1.08 -0.07 -0.42 0.331
H -2.3494 -1.3961 1.9208 0.12 0.09 0.06 0.553
H -4.8496 -0.6386 0.9642 1.07 0.08 -0.51 0.433
H -4.5612 -0.0839 -2.6809 -0.31 -0.23 0.22 0.327
H -4.3772 1.4240 -1.8140 -0.01 0.03 0.06 0.305
H -5.5834 0.3148 -1.2043 0.20 -0.32 -0.33 0.324
C 1.8963 -2.9223 1.8213 0.24 0.71 -0.96 -0.953
Si 2.3578 -1.0938 2.0285 1.72 -1.07 1.53 -0.146
C 2.9642 -0.8777 3.8472 -0.84 -0.79 -0.45 -1.138
C 3.7850 -0.5896 0.9030 -0.60 0.56 -0.25 -1.013
N 0.8438 -0.2579 1.6056 -0.66 2.13 4.30 0.704
C 0.2126 0.5201 2.6356 0.30 -0.80 -2.42 0.517
C 0.1630 0.0583 3.9648 0.03 0.81 1.10 -0.704
C 0.0597 0.9916 5.0040 0.08 -1.14 0.27 -0.580
C -0.0611 2.3657 4.7323 -0.17 0.26 0.21 -0.463
C -0.3404 2.7912 3.4303 0.31 -0.16 -1.20 -0.590
C -0.3432 1.8195 2.3911 -0.46 0.96 0.24 0.312
F -0.8966 2.1292 1.1585 1.30 -0.36 1.49 -0.202
H 2.8137 -3.5176 1.7271 -0.27 0.00 0.11 0.344
H 1.2618 -3.1134 0.9233 0.34 -0.01 0.63 0.266
H 1.3595 -3.1981 2.7162 -0.24 -0.39 0.20 0.330
H 3.9521 -1.3104 4.0106 0.06 -0.17 -0.41 0.425
H 2.2715 -1.4678 4.4735 0.39 0.27 -0.06 0.330
H 3.0220 0.1123 4.2673 -0.18 0.52 -0.08 0.379
H 4.7332 -1.0166 1.2541 -0.34 -0.05 0.00 0.392
H 3.9189 0.5007 0.8489 -0.02 -0.21 0.20 0.331
H 3.6069 -0.9041 -0.1239 0.13 -0.18 -0.19 0.288
H 0.1504 -1.0312 4.1092 0.45 0.68 0.23 0.626
H 0.1277 0.6396 6.0543 -0.20 0.30 -0.87 0.410
H -0.0296 3.1033 5.5676 -0.01 -0.70 -0.86 0.407
H -0.4337 3.8783 3.1962 -0.35 -1.16 0.12 0.400
```
Forces are in eV/Å.

Its charge is +2. As for the spin multiplicity: 5. The HOMO energy (alpha / beta) is -14.3 / -14.6 eV.

A structure of composition C21H28CrN4O3 in a non-equilibrium geometry, computed with ωB97M-V/def2-TZVPD.

```
57
Properties=species:S:1:pos:R:3:forces:R:3:mulliken_charge:R:1
C 0.5846 -1.0295 2.1760 0.27 -0.99 0.66 -1.180
C 0.2160 -2.6007 -1.2734 0.38 -1.27 0.84 -0.733
H 1.1793 -0.1877 2.5734 -0.11 -0.43 -0.35 0.243
H 1.0205 -1.9824 2.5100 0.09 0.33 -0.05 0.437
H -0.4097 -0.9854 2.6474 0.10 0.05 -0.35 0.322
H 1.0200 -3.3350 -1.0723 -0.34 0.30 -0.41 0.513
H -0.7004 -3.1105 -0.9359 0.08 0.20 -0.04 -0.293
H 0.1173 -2.4684 -2.3632 0.01 0.44 0.42 0.276
C -1.3524 1.1577 1.7645 0.93 -0.15 -0.66 -0.419
C -1.6763 2.4110 2.2758 -0.16 0.28 0.16 -1.130
C -0.9339 3.5287 1.8653 0.95 -0.11 -0.65 -0.536
C 0.0936 3.3379 0.9393 -0.69 1.08 0.74 -0.979
H -1.9033 0.2716 2.0661 0.08 0.09 -0.13 0.485
H -2.4792 2.5003 3.0057 0.17 0.00 -0.25 0.420
H -1.1434 4.5137 2.2765 0.06 -0.19 -0.16 0.416
H 0.7094 4.1500 0.5526 -0.37 -0.05 0.36 0.384
N -0.3405 0.9717 0.9049 -1.50 -0.90 0.87 0.831
C 0.3464 2.0418 0.4511 2.18 -0.66 -2.79 0.481
C 1.2670 1.7340 -0.6445 -2.90 0.72 3.69 0.773
N 1.3363 0.4151 -0.9846 0.77 -2.93 -2.06 0.853
C 1.9224 0.0779 -2.1415 -1.39 -0.02 2.49 0.002
C 2.5019 2.3750 -2.6318 -0.77 1.70 1.63 -0.531
C 2.4780 1.0296 -2.9943 0.45 -0.50 -1.20 -0.941
H 1.9291 -0.9831 -2.3812 -0.02 0.30 0.03 0.318
H 2.8773 0.6778 -3.9374 0.05 0.15 0.06 0.418
C 1.9156 2.7165 -1.4135 1.69 1.43 -2.49 -0.961
H 1.8939 3.7374 -1.0339 0.17 -0.22 -0.40 0.366
H 2.9255 3.1294 -3.3014 -0.10 -0.28 0.43 0.408
Cr 0.3095 -1.0410 0.1132 -0.69 1.49 -0.68 -0.007
C 2.2122 -1.8154 0.2637 0.36 0.29 0.70 -1.500
H 2.6787 -2.0499 -0.6899 -0.05 0.05 -0.16 0.520
H 2.1865 -2.7229 0.8684 0.06 -0.03 -0.08 0.452
H 2.8333 -1.0684 0.7796 -0.03 -0.21 0.00 0.264
C -5.6379 -1.4670 0.7341 0.03 0.14 0.14 -1.424
C -5.0890 -2.1482 -0.4984 0.11 -0.26 -0.46 -0.815
C -3.9391 -1.4392 -1.2268 -0.08 -0.24 0.72 2.052
C -3.5744 -2.2126 -2.5246 -0.06 0.47 -0.40 -0.748
C -3.1888 -3.6739 -2.3541 -0.03 -0.22 -0.02 -1.201
C -4.2861 -0.0099 -1.5743 -0.58 1.11 -0.42 -0.126
O -5.3899 0.5170 -1.5450 0.90 -0.79 -0.25 -0.667
N -3.1773 0.7141 -1.9888 0.00 -0.07 0.00 0.109
C -1.8354 0.3136 -1.8670 -0.22 -0.80 -0.31 -0.520
O -1.0026 0.8359 -2.6039 -0.20 -0.16 0.86 -0.730
N -1.6152 -0.6402 -0.9028 0.35 0.50 -0.32 1.708
C -2.6794 -1.2830 -0.3511 -0.01 -0.36 1.30 -0.787
O -2.6389 -1.7282 0.8152 0.53 0.21 -1.64 -0.712
H -4.8288 -1.3513 1.4585 -0.31 0.04 0.08 0.299
H -6.4273 -2.0943 1.1552 0.06 0.13 0.12 0.437
H -6.0596 -0.4939 0.4749 0.02 -0.12 0.17 0.319
H -4.7341 -3.1492 -0.2385 -0.01 0.13 0.08 0.340
H -5.8950 -2.2940 -1.2290 0.10 0.08 0.03 0.392
H -4.4416 -2.1498 -3.1993 0.13 0.03 0.18 0.451
H -2.7537 -1.6871 -3.0307 -0.17 -0.13 0.06 0.274
H -3.9908 -4.2633 -1.8940 0.22 0.12 -0.10 0.368
H -3.0044 -4.0906 -3.3525 0.00 0.00 0.22 0.418
H -2.2694 -3.7990 -1.7703 -0.33 0.02 -0.10 0.291
H -3.3171 1.5513 -2.5232 -0.21 0.23 -0.09 0.299
```
Forces are in eV/Å.

As for the spin multiplicity: 5. The HOMO energy (alpha / beta) is -6.1 / -8.6 eV.

A structure of composition C21H28F3O4Pb in a non-equilibrium geometry, computed with ωB97M-V/def2-TZVPD.

```
57
Properties=species:S:1:pos:R:3:forces:R:3:mulliken_charge:R:1
O -0.7582 0.9997 -3.6519 -1.04 -1.04 -2.86 -0.409
C -1.1896 0.0474 -4.7442 0.04 -0.09 0.23 -0.603
C -0.9008 1.0188 -5.8682 0.11 0.60 0.71 -0.839
H -2.2560 -0.2023 -4.6655 0.38 -0.16 0.32 0.224
H -0.5504 -0.8408 -4.8277 -0.32 0.22 0.44 0.416
C -0.5100 1.9598 -4.7009 0.39 0.75 -1.32 1.567
H -1.7822 1.3798 -6.4098 0.36 -0.26 -0.12 0.336
H -0.0486 0.7709 -6.5117 -0.45 -0.06 0.01 0.306
C -1.4517 3.1482 -4.6975 0.32 -0.06 0.15 -1.670
H -2.4834 2.7901 -4.6096 0.15 0.22 0.11 0.368
H -1.3245 3.6301 -5.6758 -0.15 0.15 0.28 0.398
H -1.1966 3.8504 -3.9002 -0.25 0.01 -0.02 0.389
C 0.9464 2.3667 -4.8173 -0.01 0.30 0.09 -1.819
H 1.6295 1.5079 -4.8064 -0.25 0.13 0.13 0.328
H 1.2267 3.0873 -4.0475 0.13 -0.13 0.12 0.412
H 1.0536 2.8646 -5.7852 0.12 0.04 0.05 0.453
Pb -0.1030 0.1729 2.0831 0.90 0.23 1.63 1.201
C 2.7713 -0.7736 3.9924 -0.01 -0.68 -0.40 -0.445
C 2.1244 -2.0403 3.9353 0.50 0.20 -0.25 -0.389
C 2.2393 -2.5461 2.6145 -0.13 0.64 0.05 -0.702
H 1.6660 -2.5506 4.7802 0.02 0.15 -0.25 0.409
C 2.9323 -1.5686 1.8330 -0.13 0.15 0.30 -0.473
C 3.2953 -0.4946 2.7044 -0.52 -0.40 -0.09 -0.842
H 3.9170 0.3520 2.4402 -0.14 0.08 -0.05 0.376
H 2.8634 -0.1544 4.8836 -0.01 -0.16 -0.29 0.528
H 1.9179 -3.5289 2.2707 -0.05 0.27 0.05 0.412
H 3.1712 -1.6498 0.7667 0.06 -0.01 0.43 0.439
C 0.0861 1.2279 5.1069 -0.30 0.71 -0.25 -0.121
C 0.9991 2.0171 4.3631 -0.77 0.53 -0.32 -0.404
C 0.2455 2.7925 3.4267 -0.03 -0.30 0.19 -0.728
H 2.0785 2.0558 4.5144 -0.42 -0.01 -0.14 0.413
C -1.1412 2.4296 3.5669 0.51 -0.26 -0.26 -0.780
C -1.2205 1.4581 4.6127 0.46 0.48 0.07 -0.617
H -2.1361 1.0220 5.0055 0.24 0.03 -0.18 0.397
H 0.3383 0.5971 5.9537 -0.03 -0.10 -0.41 0.372
H 0.6351 3.5765 2.7740 -0.10 -0.36 0.13 0.441
H -1.9898 2.8698 3.0315 0.38 -0.13 0.26 0.436
O -0.9273 -0.3914 -0.6349 0.79 -0.57 -0.21 -0.520
C 0.2879 0.0312 -1.3367 0.33 0.97 0.28 0.246
C 0.8294 -1.1601 -2.1249 -0.72 -0.65 0.47 -0.625
H 1.0158 0.4677 -0.6293 -0.22 -0.58 0.13 0.465
H 0.0103 0.8560 -2.0074 0.21 -0.69 0.63 -0.195
C -0.4941 -1.9172 -2.3715 -0.51 0.50 -0.60 -0.011
H 1.5091 -1.7931 -1.5282 -0.21 0.35 -0.11 0.330
H 1.3333 -0.9031 -3.0637 -0.13 0.20 0.23 0.265
C -1.3030 -1.7243 -1.0849 0.36 0.04 0.00 -0.707
H -0.3764 -2.9303 -2.7692 -0.02 -0.04 0.52 0.392
H -1.0770 -1.3721 -3.1307 0.43 -0.40 0.45 -0.186
H -1.0873 -2.4941 -0.3266 0.00 0.45 -0.01 0.206
H -2.3846 -1.6957 -1.2755 0.29 -0.12 0.11 0.322
F -3.0417 -2.8888 5.0212 0.59 -0.15 -0.53 -0.268
C -2.0260 -3.1823 4.1600 0.21 -0.02 0.04 0.678
F -1.0752 -3.8491 4.8706 -0.82 0.47 -0.58 -0.238
F -2.5201 -4.0336 3.2305 0.24 0.40 0.55 -0.263
C -1.4196 -1.8755 3.5192 1.05 1.03 0.23 0.515
O -0.7168 -1.1503 4.2672 -1.52 -2.10 -1.37 -0.478
O -1.6309 -1.6370 2.2743 -0.32 -0.80 1.23 -0.709
```
Forces are in eV/Å.

Its charge is -1. The HOMO energy is -3.2 eV.

A structure of composition C21H28F5O2W in a non-equilibrium geometry, computed with ωB97M-V/def2-TZVPD.

```
57
Properties=species:S:1:pos:R:3:forces:R:3:mulliken_charge:R:1
O -0.0563 -2.0067 -5.7760 0.56 -0.93 -1.12 -0.326
C 0.4319 -3.2980 -6.2896 0.39 -0.19 -0.08 -0.476
C -0.5041 -3.2823 -7.4953 -0.11 0.38 0.83 -0.995
H 0.2438 -4.1193 -5.5839 0.21 0.33 -0.26 0.350
H 1.4956 -3.2661 -6.5947 -0.38 0.09 0.50 0.310
C -0.8366 -1.8581 -6.9984 -0.21 -0.11 -1.45 1.778
H -1.3265 -3.9919 -7.4154 0.06 0.05 -0.16 0.278
H -0.0193 -3.2899 -8.4660 -0.11 -0.25 -0.05 0.386
C -2.2868 -1.5426 -6.8097 -0.88 0.41 0.00 -1.918
H -2.7568 -2.0804 -5.9837 0.14 0.02 -0.50 0.431
H -2.8325 -1.7852 -7.7343 0.23 0.06 0.20 0.477
H -2.4077 -0.4607 -6.6577 -0.13 -0.14 0.03 0.379
C -0.2325 -0.8485 -7.9581 0.14 0.27 0.15 -1.788
H 0.8184 -1.0766 -8.1530 -0.03 0.10 0.03 0.412
H -0.3223 0.1596 -7.5402 0.13 -0.03 -0.12 0.362
H -0.7740 -0.8783 -8.9151 0.12 0.01 0.29 0.408
W 0.2283 0.0018 -0.9920 -3.14 -0.01 3.31 1.210
C 1.8415 1.4611 -0.3434 0.81 -0.17 0.18 -0.571
C 2.0039 0.2346 0.3676 0.92 -0.11 -0.24 -0.440
C 2.2474 -0.8079 -0.5875 1.27 0.88 -0.06 -0.186
H 2.0347 0.1308 1.4491 -0.32 -0.07 -0.33 0.523
C 2.2231 -0.2125 -1.9076 0.98 -0.14 0.52 -0.601
C 2.0395 1.2028 -1.7353 0.05 -0.17 -0.15 -0.525
H 2.1555 1.9543 -2.5203 -0.54 -0.36 0.25 0.441
H 1.6629 2.4297 0.1326 0.04 -0.47 -0.36 0.638
H 2.5807 -1.8117 -0.3523 -0.60 0.04 -0.08 0.528
H 2.4378 -0.7315 -2.8360 -0.04 0.17 0.22 0.791
C -1.0784 1.4519 0.4254 -1.27 0.17 -0.33 -0.535
C -0.9236 1.9704 -0.9133 0.01 -0.51 -0.35 -0.626
C -1.6963 1.1363 -1.8039 -0.80 0.27 0.65 -0.620
H -0.3705 2.8648 -1.1975 -0.31 -0.31 0.08 0.627
C -2.4113 0.1830 -0.9845 1.15 0.92 -0.82 -0.283
C -2.0505 0.4028 0.3738 1.22 0.76 0.09 -0.658
H -2.4672 -0.0859 1.2507 0.27 -0.10 -0.42 0.509
H -0.6986 1.9308 1.3318 0.00 -0.42 -0.40 0.539
H -1.8376 1.3262 -2.8698 0.07 -0.22 0.42 0.474
H -3.1812 -0.4984 -1.3341 0.44 -0.02 0.13 0.598
O -2.2483 -2.8979 -4.2610 1.02 0.40 0.70 -0.476
C -1.7677 -1.6148 -3.7674 -1.18 -0.42 0.25 -0.047
C -0.3770 -1.8144 -3.1649 -0.37 -0.71 0.18 3.271
H -2.4870 -1.3032 -2.9733 0.50 -0.19 -0.57 -0.301
H -1.8073 -0.8738 -4.5732 0.07 -0.37 0.27 0.177
C -0.2155 -3.3670 -3.1190 0.69 0.36 0.10 -0.962
H -0.4612 -1.4835 -2.0718 -0.04 -0.75 -0.99 -2.931
H 0.4361 -1.2896 -3.6966 -0.62 -0.34 0.35 0.527
C -1.6096 -3.9039 -3.4552 -0.26 0.54 0.44 -0.877
H 0.0962 -3.6939 -2.1234 -0.07 -0.03 -0.33 0.518
H 0.5780 -3.6634 -3.8247 -0.54 0.07 0.35 0.233
H -2.1906 -3.9848 -2.5098 0.28 -0.27 -0.44 0.313
H -1.5968 -4.8726 -3.9787 -0.15 0.48 0.09 0.392
F 0.5931 -3.1524 -0.1365 -0.76 0.45 0.51 -0.288
C -0.2612 -2.1455 0.3118 0.35 0.95 -1.03 0.138
F -1.5552 -2.5026 -0.0344 0.77 -0.26 0.33 -0.251
C -0.1629 -2.2175 1.8671 -0.15 -0.57 0.38 0.409
F -0.9664 -1.3061 2.4798 0.76 -0.61 -0.50 -0.251
F -0.5316 -3.4459 2.3112 0.38 1.14 -0.36 -0.243
F 1.1197 -1.9939 2.2681 -1.00 -0.06 -0.33 -0.257
```
Forces are in eV/Å.

Its charge is +1. As for the spin multiplicity: 3. The HOMO energy (alpha / beta) is -10.4 / -11.9 eV.

For the records above, the corresponding E values read -90159.6154, -62751.1365, -43819.4796, -41728.0631 eV.